DFT (ωB97M-V/def2-TZVPD) results for a molecular structure, C29H46N7OSSe2SiW.

The geometry in XYZ format:
```
88
Properties=species:S:1:pos:R:3
W -0.2278 1.3810 0.5083
C 1.4133 0.9094 -2.7070
Se 0.0421 0.0115 -1.6678
C -1.4711 0.4458 -2.8453
C -2.0889 -0.8030 -3.4428
Se -2.7416 -2.0495 -2.0831
C -1.3367 -3.3834 -2.2529
H 1.1621 1.9616 -2.8044
H 1.4966 0.4352 -3.6829
H 2.3464 0.7943 -2.1609
H -1.0980 1.1212 -3.6178
H -2.1958 0.9820 -2.2391
H -1.3812 -1.3469 -4.0686
H -2.9441 -0.5346 -4.0632
H -1.2550 -3.6990 -3.2908
H -1.6378 -4.2342 -1.6447
H -0.3911 -2.9817 -1.8936
N 3.1039 1.1889 3.1344
C 3.8191 0.6023 2.1103
C 2.9603 0.4915 1.0628
N 1.7409 1.0050 1.4281
C 1.8598 1.4134 2.6830
C 0.6900 1.9733 3.3259
N -0.4025 2.0854 2.5971
C -1.3778 2.5962 3.4115
C -0.8563 2.7953 4.6527
N 0.4600 2.3922 4.5849
H 3.4644 1.4039 4.0482
H 4.8478 0.3148 2.2288
H 3.1063 0.0227 0.1048
H -2.3766 2.7745 3.0532
H -1.2880 3.1769 5.5600
H 1.1131 2.4109 5.3492
C -3.4265 2.9026 -0.7596
C -3.5127 1.5930 -0.0366
C -4.7207 0.9608 0.2006
C -4.7300 -0.2221 0.9360
C -3.5561 -0.7688 1.4055
C -2.3496 -0.1180 1.1087
N -2.3721 1.0538 0.4122
N -1.0702 -0.4581 1.4096
Si -0.6600 -1.8748 2.3315
C -1.4210 -1.7749 4.0440
C 1.1943 -1.9884 2.5298
C -1.1936 -3.4333 1.4418
H -3.5218 3.7296 -0.0524
H -4.2316 2.9984 -1.4867
H -2.4646 3.0138 -1.2594
H -5.6360 1.3948 -0.1753
H -5.6693 -0.7218 1.1366
H -3.5572 -1.6916 1.9662
H -1.0795 -0.8665 4.5500
H -1.1187 -2.6284 4.6555
H -2.5114 -1.7475 4.0306
H 1.6088 -1.2072 3.1715
H 1.6919 -1.9497 1.5589
H 1.4328 -2.9475 2.9990
H -2.2485 -3.4399 1.1630
H -1.0015 -4.3153 2.0583
H -0.6064 -3.5258 0.5249
C 3.1382 -5.8508 -1.2392
C 2.4086 -4.5844 -0.8207
S 3.3615 -3.0786 -1.1022
O 2.4039 -1.9573 -0.8145
C 3.5207 -3.1401 -2.9032
C 2.1919 -3.1143 -3.6372
H 2.6074 -6.7251 -0.8647
H 4.1507 -5.8803 -0.8341
H 3.1996 -5.9427 -2.3234
H 2.2219 -4.5640 0.2546
H 1.4501 -4.4531 -1.3244
H 4.1325 -4.0110 -3.1443
H 4.1160 -2.2539 -3.1309
H 1.6570 -4.0597 -3.5460
H 2.3578 -2.9303 -4.6986
H 1.5591 -2.3187 -3.2396
N 0.0101 2.9898 -0.1683
C 0.1534 4.3027 -0.5864
C 1.2109 4.6624 -1.4243
C 1.3586 5.9766 -1.8361
C 0.4602 6.9489 -1.4172
C -0.5872 6.5978 -0.5763
C -0.7430 5.2852 -0.1615
H 1.9167 3.9025 -1.7345
H 2.1815 6.2444 -2.4860
H 0.5776 7.9740 -1.7413
H -1.2878 7.3517 -0.2411
H -1.5532 5.0041 0.4988
```

energy = -7148.7628 Ha
charge = +1
orbital gap = 6.465 eV
relative energy (zero: lowest compared OMol25 entry of this formula, charge and spin) = 0.087 eV
maximum force = 0.2 eV/A